{
  "formula": "C4H6O2",
  "method": "the ωB97M-V functional and the def2-TZVPD basis",
  "homo_lumo_gap_ev": 10.34,
  "e_above_lowest_kcal_mol": 40.52,
  "molar_mass_g_mol": 86.09,
  "smiles": "O=C[C@@H]1C[C@@H]1O",
  "e_lumo_ha": 0.026,
  "spin_multiplicity": 1,
  "elements": ["O", "C", "C", "C", "C", "O", "H", "H", "H", "H", "H", "H"],
  "positions_angstrom": [[2.07136, -0.49865, 1.85730], [1.17515, 0.03140, 1.23968], [0.52118, -0.59649, 0.06820], [0.14554, 0.15515, -1.19738], [-0.91176, -0.22574, -0.22368], [-1.47860, 0.79916, 0.53908], [0.73328, 0.99146, 1.56512], [0.80113, -1.63677, -0.07557], [0.23800, -0.37921, -2.13834], [0.39986, 1.21114, -1.23303], [-1.55258, -1.08758, -0.39017], [-2.14257, 1.23614, -0.01121]],
  "forces_ev_per_a": [[-0.3, 0.3, -0.2], [0.2, -0.1, 0.1], [0.1, -0.2, 0.2], [0.0, 0.1, -0.1], [0.0, -0.3, -0.1], [-0.2, 0.0, 0.0], [0.2, 0.0, 0.0], [-0.1, 0.1, 0.1], [0.1, 0.1, 0.2], [-0.1, -0.1, 0.0], [-0.1, 0.2, -0.3], [0.2, -0.1, 0.2]],
  "nbo_charge": [-0.524, 0.431, -0.356, -0.427, 0.094, -0.705, 0.127, 0.237, 0.230, 0.229, 0.185, 0.478]
}